{"formula": "C27H18BrClF5N5O5Re", "method": "ωB97M-V/def2-TZVPD", "e_lumo_ev": [-6.935, -8.349], "gap_ev": [5.36, 3.94], "homo_ev": [-12.3, -12.3], "total_charge": 2, "spin_multiplicity": 4, "total_energy_ev": -144241.046, "elements": ["Re", "C", "O", "C", "C", "C", "C", "C", "C", "C", "N", "C", "C", "N", "C", "C", "C", "C", "N", "C", "C", "N", "C", "C", "C", "C", "H", "H", "H", "H", "H", "H", "H", "H", "H", "H", "H", "H", "H", "H", "F", "C", "F", "C", "F", "F", "F", "O", "Cl", "O", "O", "O", "Br", "C", "C", "C", "C", "N", "C", "H", "H", "H", "H"], "xyz": [[-2.89882, 1.92610, 0.32861], [9.14455, -4.52019, -0.70807], [7.84095, -5.06718, -0.52860], [6.79869, -4.23442, -0.46423], [5.54887, -4.84551, -0.28708], [4.41255, -4.08049, -0.20675], [4.48848, -2.68341, -0.29748], [5.73491, -2.08504, -0.47871], [6.88847, -2.84357, -0.56231], [3.26259, -1.91062, -0.20525], [2.03942, -2.41203, -0.19378], [1.21312, -1.34456, -0.09168], [1.92752, -0.15315, -0.03331], [3.23954, -0.53658, -0.11166], [1.29717, 1.11231, 0.06374], [1.93583, 2.37029, 0.11263], [1.19074, 3.51691, 0.19641], [-0.20286, 3.43248, 0.24280], [-0.82786, 2.26185, 0.20666], [-0.10679, 1.10552, 0.11012], [-0.85553, -0.10865, 0.04612], [-2.22443, -0.01321, 0.07632], [-2.94839, -1.13273, 0.03402], [-2.36867, -2.39454, -0.06225], [-0.99939, -2.50738, -0.11269], [-0.21194, -1.34570, -0.05365], [9.81959, -5.36920, -0.72565], [9.40850, -3.86381, 0.12300], [9.21298, -3.98165, -1.65486], [5.50569, -5.92302, -0.21491], [3.45155, -4.55474, -0.06817], [5.84175, -1.01091, -0.57749], [7.83814, -2.35050, -0.70786], [4.05509, 0.04985, -0.07038], [3.01591, 2.43203, 0.08023], [1.65767, 4.49033, 0.22685], [-0.82170, 4.31711, 0.30499], [-4.02217, -1.02687, 0.09286], [-3.01001, -3.26299, -0.09547], [-0.50938, -3.46953, -0.19150], [-2.25917, 1.34635, -2.47531], [-2.98126, 2.28015, -1.80402], [-4.26658, 2.19174, -2.25127], [-2.47321, 3.67894, -2.23366], [-2.82752, 4.55039, -1.26292], [-1.14390, 3.68495, -2.32206], [-2.98753, 4.07952, -3.37356], [-1.26822, 3.53772, 3.08900], [-2.58043, 3.13013, 2.84024], [-3.52425, 3.48184, 3.80178], [-2.63508, 1.66345, 2.50610], [-3.03721, 3.67765, 1.45149], [-7.90258, 2.70598, 3.20591], [-7.04830, 1.89901, 1.75616], [-7.74098, 1.10529, 0.85175], [-7.04419, 0.54987, -0.20941], [-5.69666, 0.79953, -0.34124], [-5.01315, 1.56158, 0.54091], [-5.69252, 2.10055, 1.57374], [-8.80164, 0.93094, 0.97458], [-7.54349, -0.06686, -0.94279], [-5.14352, 0.40666, -1.18091], [-5.15095, 2.72205, 2.26394]], "lowdin_spin": [2.566, 0.000, 0.000, 0.000, 0.000, 0.000, 0.000, 0.000, 0.000, 0.001, -0.002, 0.002, 0.002, -0.001, 0.000, 0.028, -0.002, 0.029, 0.001, 0.006, 0.008, 0.024, 0.035, 0.000, 0.033, -0.001, 0.000, 0.000, 0.000, 0.000, 0.000, 0.000, 0.000, 0.000, 0.001, -0.001, 0.001, 0.002, 0.000, 0.001, 0.005, 0.000, 0.015, 0.005, 0.015, 0.001, 0.001, 0.003, 0.011, 0.005, 0.032, 0.096, -0.002, -0.001, 0.022, -0.001, 0.024, 0.018, 0.016, 0.001, 0.000, 0.002, 0.000]}

***

{"formula": "C18H27F18MgN9P3", "method": "ωB97M-V/def2-TZVPD", "e_lumo_ev": 0.799, "gap_ev": 9.29, "homo_ev": -8.5, "total_charge": -1, "spin_multiplicity": 1, "total_energy_ev": -114762.921, "elements": ["Mg", "P", "F", "F", "F", "F", "F", "F", "P", "F", "F", "F", "F", "F", "F", "P", "F", "F", "F", "F", "F", "F", "C", "C", "N", "H", "H", "H", "C", "C", "N", "H", "H", "H", "C", "C", "N", "H", "H", "H", "C", "C", "N", "H", "H", "H", "C", "C", "N", "H", "H", "H", "C", "C", "N", "H", "H", "H", "C", "C", "N", "H", "H", "H", "C", "C", "N", "H", "H", "H", "C", "C", "N", "H", "H", "H"], "xyz": [[-0.80929, -0.58749, -0.45736], [1.02624, 4.66360, -2.71392], [-0.42954, 4.55922, -3.36775], [1.60994, 5.59097, -3.89814], [0.60101, 5.96226, -1.83272], [2.48360, 4.66868, -1.98495], [0.65207, 3.70675, -1.45352], [1.45653, 3.26577, -3.58100], [1.24026, -0.16007, 4.09956], [2.74598, 0.48872, 4.34393], [1.49839, -1.11893, 5.42198], [0.48204, 1.07288, 4.95921], [-0.08825, -1.00901, 3.73943], [0.94337, 0.77266, 2.86108], [1.93070, -1.21726, 3.10534], [2.69720, -5.20741, -2.04907], [2.92573, -3.79716, -2.71311], [4.27631, -5.31034, -1.69643], [2.36325, -4.39202, -0.62984], [2.33486, -6.65355, -1.37076], [1.09051, -5.02810, -2.46414], [2.91854, -5.84864, -3.50340], [3.24372, 1.54530, 0.44519], [1.95360, 1.10996, -0.02633], [0.93399, 0.78230, -0.41651], [3.86551, 0.68288, 0.20498], [3.26083, 1.81023, 1.50237], [3.59441, 2.40175, -0.13066], [-4.64547, -3.04572, -1.67384], [-3.52474, -2.35602, -1.03161], [-2.57351, -1.85197, -0.53191], [-4.63119, -4.06859, -1.29750], [-4.56677, -2.71349, -2.70899], [-5.50748, -2.56526, -1.21103], [0.75849, -2.41547, -4.36248], [0.11389, -1.86622, -3.21731], [-0.41825, -1.41418, -2.31014], [1.81571, -2.15071, -4.34506], [0.50910, -1.79736, -5.22495], [0.52548, -3.46917, -4.51580], [-2.74239, 3.00368, -2.66670], [-2.12775, 1.80270, -2.07904], [-1.67555, 0.91105, -1.53857], [-2.60071, 3.95651, -2.15665], [-3.81249, 2.79811, -2.69380], [-2.43496, 3.04684, -3.71155], [0.57293, 4.08281, 1.16587], [1.78401, 4.41021, 1.88637], [2.76515, 4.65320, 2.48020], [-0.21063, 4.25144, 1.90458], [0.76443, 3.03070, 0.95498], [0.27122, 4.79655, 0.39929], [-2.32341, 1.39733, 3.50791], [-1.85016, 0.71162, 2.27049], [-1.45882, 0.20555, 1.29717], [-1.58912, 1.39829, 4.31347], [-3.23085, 0.85442, 3.77230], [-2.61808, 2.42616, 3.30109], [-0.10446, -4.43220, 1.52236], [0.12414, -3.17596, 0.80089], [0.23851, -2.12602, 0.32699], [0.46873, -4.66311, 2.42027], [0.17852, -5.17036, 0.77195], [-1.12750, -4.72853, 1.75402], [-6.05160, 3.38470, 1.26293], [-4.68386, 3.07522, 0.87135], [-3.62369, 2.81819, 0.54492], [-6.24100, 4.28172, 0.67336], [-5.97138, 3.42291, 2.34930], [-6.70918, 2.55226, 1.01244], [4.18811, -2.94010, 1.67699], [5.28256, -2.05280, 1.39623], [6.19857, -1.33138, 1.13208], [4.25705, -3.51363, 2.60134], [4.22309, -3.71973, 0.91605], [3.21376, -2.45819, 1.59629]], "lowdin_charge": [0.226, 0.195, -0.158, -0.157, -0.170, -0.187, -0.210, -0.228, 0.211, -0.182, -0.181, -0.204, -0.177, -0.161, -0.182, 0.180, -0.157, -0.154, -0.205, -0.175, -0.225, -0.162, -0.006, -0.203, 0.170, 0.086, 0.088, 0.100, -0.026, -0.154, 0.154, 0.099, 0.099, 0.087, -0.034, -0.154, 0.148, 0.101, 0.092, 0.098, -0.050, -0.161, 0.144, 0.088, 0.075, 0.085, -0.067, -0.283, 0.119, 0.079, 0.049, 0.072, -0.020, -0.156, 0.153, 0.069, 0.083, 0.071, -0.014, -0.147, 0.165, 0.099, 0.081, 0.086, -0.051, -0.270, 0.183, 0.091, 0.087, 0.085, -0.082, -0.264, 0.103, 0.090, 0.067, 0.056]}

***

{"formula": "C6H4O", "method": "ωB97M-V/def2-TZVPD", "e_lumo_ev": -1.087, "gap_ev": 9.29, "homo_ev": -10.4, "spin_multiplicity": 1, "total_energy_ev": -8326.738, "elements": ["C", "C", "C", "C", "O", "C", "C", "H", "H", "H", "H"], "xyz": [[-1.86496, 0.34346, -0.33952], [-0.60521, -1.56096, -1.41229], [-0.36960, -0.60378, -0.56036], [0.55650, 0.12599, 0.30455], [0.04429, 1.06233, 0.88707], [1.96323, -0.12137, 0.53539], [3.13054, -0.21355, 0.81778], [-1.76987, 1.16030, -1.06178], [-2.12531, 0.81113, 0.64535], [-2.59476, -0.40420, -0.57837], [4.16593, -0.30133, 1.06624]], "lowdin_charge": [0.013, 0.237, -0.266, -0.433, 0.063, -0.020, 0.160, 0.077, 0.093, 0.035, 0.042]}

***

{"formula": "C29H44BF4O13", "method": "ωB97M-V/def2-TZVPD", "e_lumo_ev": 1.987, "gap_ev": 7.51, "homo_ev": -5.5, "total_charge": -1, "spin_multiplicity": 1, "total_energy_ev": -68946.729, "elements": ["B", "F", "F", "F", "F", "C", "O", "H", "H", "H", "H", "C", "O", "H", "H", "H", "H", "C", "O", "H", "H", "H", "H", "C", "O", "H", "H", "H", "H", "C", "O", "H", "H", "H", "H", "C", "C", "C", "C", "C", "C", "O", "O", "H", "H", "H", "H", "H", "H", "C", "C", "C", "C", "C", "C", "O", "O", "H", "H", "H", "H", "H", "H", "C", "C", "C", "C", "C", "C", "O", "O", "H", "H", "H", "H", "H", "H", "C", "C", "C", "C", "C", "C", "O", "O", "H", "H", "H", "H", "H", "H"], "xyz": [[0.26818, -1.85355, 0.51082], [1.44818, -2.13355, -0.16518], [0.04918, -3.00955, 1.24482], [0.48818, -0.88655, 1.53682], [-0.78482, -1.35455, -0.17718], [2.83118, -5.79755, -0.88418], [2.88818, -4.35555, -0.71018], [1.99318, -6.09255, -0.24018], [3.56518, -6.38055, -0.57718], [2.68718, -6.17955, -1.81318], [2.38118, -3.92355, -1.46618], [2.30218, -5.57955, 2.80182], [2.28018, -4.21155, 2.36482], [3.06518, -5.70955, 3.55082], [2.43918, -5.92955, 1.76182], [1.36118, -6.01555, 3.44282], [1.39218, -3.90655, 2.14882], [0.31618, -3.26655, 5.40982], [-0.44082, -3.71755, 4.30882], [-0.15282, -2.59255, 5.85182], [1.34618, -2.76255, 5.05782], [0.74618, -4.05255, 6.06082], [-0.65382, -2.98555, 3.62382], [3.90518, -1.27455, 2.85382], [3.55718, -1.74155, 1.60582], [4.93018, -0.93755, 3.07982], [3.40218, -2.02455, 3.57982], [3.25518, -0.38655, 2.82682], [2.58218, -1.50955, 1.37082], [-2.99582, -3.88155, 0.63382], [-2.97582, -2.81255, -0.26818], [-2.15882, -4.39655, 0.49682], [-3.76382, -4.51855, 0.32382], [-3.16782, -3.78955, 1.71382], [-2.20282, -2.41255, -0.36518], [3.67318, 2.02345, -4.51118], [4.17718, 0.95145, -3.61318], [3.26218, 0.53145, -2.65118], [2.03118, 1.15745, -2.46718], [1.48118, 2.09545, -3.35818], [2.37618, 2.65645, -4.35418], [2.04818, 3.62445, -5.24118], [3.66318, -0.42155, -1.66618], [4.25818, 2.53645, -5.17318], [5.05418, 0.58145, -3.77418], [1.51318, 0.55245, -1.76818], [0.41918, 2.69145, -3.33118], [2.79418, 3.47945, -5.99118], [2.93318, -0.82155, -1.14818], [-1.03982, 2.83245, 3.48782], [-0.37382, 1.64645, 3.29582], [-0.16782, 0.73245, 4.33282], [-0.44782, 1.10945, 5.68882], [-1.11182, 2.45245, 5.98182], [-1.42482, 3.27745, 4.81082], [-2.04282, 4.43845, 5.06482], [0.28918, -0.46755, 4.06482], [-1.06282, 3.36945, 2.52882], [0.01418, 1.34345, 2.23082], [0.08618, 0.84445, 6.44182], [-1.47582, 2.73545, 6.89782], [-2.45982, 4.76545, 4.33482], [0.25818, -0.67055, 3.21282], [-1.50282, 2.45845, -0.35818], [-0.30182, 3.25945, -0.27018], [-0.41282, 4.62245, -0.38118], [-1.71282, 5.33445, -0.65218], [-2.80082, 4.49945, -0.90318], [-2.71882, 3.13245, -0.63618], [-3.79682, 2.31745, -0.80618], [0.80718, 5.29145, -0.17318], [-1.53082, 1.30145, -0.32518], [0.88918, 2.85745, -0.23718], [-1.69582, 6.38945, -0.64418], [-3.75982, 4.95745, -1.05818], [-3.37582, 1.45445, -0.49618], [0.82818, 6.01945, -0.78218], [-3.03682, 2.64945, -4.77918], [-2.43882, 1.79645, -3.82818], [-2.41382, 0.39745, -3.93418], [-3.22982, -0.08455, -4.96718], [-3.93082, 0.62445, -5.90418], [-3.77582, 2.02845, -5.82218], [-4.35782, 2.84345, -6.76418], [-1.76282, -0.44555, -3.09918], [-3.14382, 3.65945, -4.84018], [-1.85282, 2.32445, -3.06818], [-3.46982, -1.23455, -4.83018], [-4.41982, 0.29345, -6.70518], [-4.34082, 3.83745, -6.37518], [-1.64982, -0.25055, -2.18018]], "lowdin_charge": [-1.283, 0.148, 0.145, 0.087, 0.184, -0.135, -0.119, 0.078, 0.025, 0.041, 0.105, -0.139, -0.152, 0.051, 0.053, 0.117, 0.038, -0.169, -0.142, -0.027, 0.114, 0.088, 0.112, -0.195, -0.167, 0.075, 0.090, 0.069, 0.087, -0.146, -0.045, 0.032, 0.059, 0.092, -0.049, 0.011, 0.042, -0.279, -0.040, 0.008, -0.345, -0.013, 0.012, 0.054, 0.041, 0.097, 0.149, 0.171, 0.077, -0.022, -0.035, -0.323, 0.049, 0.052, -0.308, 0.057, 0.099, 0.096, 0.142, 0.023, 0.059, 0.051, -0.014, -0.026, -0.050, -0.302, 0.024, -0.033, -0.366, 0.024, 0.003, 0.134, 0.191, 0.086, 0.109, 0.127, 0.081, -0.002, -0.011, -0.320, -0.028, -0.015, -0.317, -0.020, 0.062, 0.068, 0.087, 0.159, 0.069, 0.169, 0.067]}

***

Repeat the third record exactly.
{"formula": "C6H4O", "method": "ωB97M-V/def2-TZVPD", "e_lumo_ev": -1.087, "gap_ev": 9.29, "homo_ev": -10.4, "spin_multiplicity": 1, "total_energy_ev": -8326.738, "elements": ["C", "C", "C", "C", "O", "C", "C", "H", "H", "H", "H"], "xyz": [[-1.86496, 0.34346, -0.33952], [-0.60521, -1.56096, -1.41229], [-0.36960, -0.60378, -0.56036], [0.55650, 0.12599, 0.30455], [0.04429, 1.06233, 0.88707], [1.96323, -0.12137, 0.53539], [3.13054, -0.21355, 0.81778], [-1.76987, 1.16030, -1.06178], [-2.12531, 0.81113, 0.64535], [-2.59476, -0.40420, -0.57837], [4.16593, -0.30133, 1.06624]], "lowdin_charge": [0.013, 0.237, -0.266, -0.433, 0.063, -0.020, 0.160, 0.077, 0.093, 0.035, 0.042]}